Record 1
Below is a molecular structure, C16H11Cl5F4N2OTi at a distorted geometry, with properties calculated with ωB97M-V/def2-TZVPD.

```
40
Properties=species:S:1:pos:R:3:forces:R:3:mulliken_spin:R:1
Ti 0.3312 -0.7437 0.2215 0.34 -0.66 -0.56 -0.02
C -1.2311 1.0105 -1.7310 -0.10 0.07 -0.05 0.00
N -0.5635 -0.3134 -1.6947 -0.25 0.10 -0.41 0.00
C 0.5984 -0.2711 -2.6188 0.10 0.08 -0.27 0.00
C -1.5128 -1.3930 -2.0823 -0.17 -0.28 0.18 0.02
C -2.2652 -1.9317 -0.8446 -0.05 0.26 -0.29 -0.05
N -1.3571 -1.7540 0.2567 -1.22 -1.10 0.32 0.40
C -0.9845 -2.5638 1.2453 -0.04 0.15 0.30 0.06
C 0.1085 -1.9155 1.9184 -0.31 -0.67 0.20 0.20
F 1.3600 -1.9377 -0.4997 0.70 -0.42 -0.47 0.01
C 0.6964 -2.6007 2.9445 -0.04 0.41 -0.12 -0.07
F 1.7321 -2.0568 3.5861 0.09 -0.10 0.10 -0.01
C 0.2707 -3.8662 3.3398 0.03 0.01 0.05 0.28
C -0.7963 -4.4710 2.6683 -0.08 0.09 -0.09 -0.06
F -1.1935 -5.6727 3.0492 -0.05 -0.09 0.02 -0.01
C -1.4391 -3.8474 1.6280 -0.09 -0.09 0.01 0.18
F -2.4654 -4.4145 1.0077 -0.08 -0.09 -0.06 0.02
H -1.4579 1.2869 -2.7634 0.01 -0.07 -0.01 0.00
H -0.5712 1.7667 -1.3088 -0.02 0.00 0.02 0.00
H -2.1613 0.9885 -1.1681 0.04 -0.03 0.07 0.00
H 0.2960 0.0712 -3.6109 -0.10 0.03 0.04 0.00
H 1.0495 -1.2535 -2.7075 -0.02 -0.03 0.06 0.00
H 1.3466 0.4203 -2.2285 -0.03 0.03 -0.01 0.00
H -0.9365 -2.2086 -2.5151 0.08 0.05 0.00 0.00
H -2.2189 -1.0328 -2.8323 0.07 0.01 -0.08 0.00
H -2.5628 -2.9679 -0.9954 -0.01 -0.02 0.02 0.01
H -3.1726 -1.3498 -0.6527 0.03 -0.01 0.03 0.03
H 0.7631 -4.4026 4.1405 0.00 0.01 0.00 0.01
Cl 0.9022 4.6711 4.8523 0.00 0.03 0.04 0.00
C 1.0229 3.4954 3.6195 -0.03 -0.09 -0.09 0.00
C -0.1287 2.8410 3.1728 0.12 0.08 0.06 0.00
Cl -1.6581 3.1782 3.8558 -0.08 -0.01 -0.01 0.00
C -0.0061 1.8997 2.1671 0.28 -0.11 -0.15 0.00
Cl -1.3406 0.9670 1.5820 -0.28 0.22 0.20 0.00
C 1.2195 1.5867 1.5858 -0.03 0.84 0.58 0.01
O 1.2567 0.6737 0.6083 1.30 1.52 0.65 0.00
C 2.3665 2.2254 2.0546 -0.10 -0.22 -0.27 0.00
Cl 3.8664 1.7838 1.3608 0.07 0.04 -0.02 0.00
C 2.2681 3.1801 3.0638 -0.15 0.00 0.02 0.00
Cl 3.6749 3.9672 3.6205 0.07 0.02 0.02 0.00
```
Positions in Å, forces in eV/Å.

* molecular weight: 548.4 u
* calculated total energy: -118390.7049 eV
* highest occupied orbital energy (alpha / beta): -11.88 / -11.89 eV
* charge: +1
* LUMO energy (alpha / beta): -3.701 / -6.003 eV
* <S²>: 0.789
* multiplicity: 2

Record 2
Below is 5 unconnected molecules or ions with the total composition C28H45BrCl12N2O6P at a distorted geometry, with properties calculated with ωB97M-V/def2-TZVPD.

```
95
Properties=species:S:1:pos:R:3:forces:R:3:mulliken_charge:R:1
C -3.9190 -0.1818 -3.0844 0.73 1.48 -0.08 -0.43
C -3.2764 0.5256 -1.7657 -2.83 -0.98 1.08 0.15
O -2.3074 1.5416 -2.0377 0.89 -0.06 1.02 -0.52
C -1.0559 1.5109 -1.3897 1.91 -0.55 -3.72 0.21
C -0.1604 0.1430 -1.5633 2.09 0.37 1.03 1.39
C -0.4180 -0.6485 -2.9095 0.00 0.48 -0.92 -0.85
C -1.1819 -2.0278 -2.9355 -0.76 -2.00 -2.03 -0.92
O -2.0393 -2.3775 -1.8322 0.20 0.42 0.28 -0.50
C -0.0529 -0.6727 -0.1767 -2.16 1.10 0.38 -1.30
O 0.3825 -2.0133 -0.1951 0.20 1.19 -0.39 0.02
C 1.5286 -2.3869 -0.9415 2.69 -2.22 -0.53 0.30
C 2.1994 -3.6702 -0.1781 -0.74 -0.45 -0.30 0.29
C 3.3081 -4.4134 -1.0939 -0.52 -0.82 0.83 -1.43
C 2.6883 -3.3450 1.3115 -0.21 -0.07 -0.40 -0.15
C 2.7966 -4.6116 2.2882 -0.52 0.72 1.33 0.39
C 1.3682 -5.3702 2.5106 1.08 0.43 0.58 -1.21
C 3.1729 -4.0046 3.7638 -0.08 1.06 -0.47 -1.11
C 0.6194 0.2798 0.9874 -0.96 1.86 0.35 3.25
C 0.0458 -0.1131 2.4646 -0.95 -1.44 1.46 -0.53
C -0.7361 -1.4654 2.6995 0.45 2.12 3.32 -0.57
C -1.2207 -1.8111 4.1609 2.55 4.02 -1.41 -0.62
C -0.8685 -0.7519 5.2450 0.48 -0.48 -3.90 -0.36
C -0.1067 0.5208 4.7858 -0.69 -2.03 -0.19 -0.17
N 0.3595 0.8457 3.4828 -2.67 -4.05 0.81 -0.12
P 2.5071 0.0811 1.1629 1.72 -1.17 1.50 0.09
O 3.1179 1.0733 2.4338 -0.80 -0.11 -2.17 -0.44
Br 3.6204 0.9359 -0.6701 -0.74 0.35 0.37 -0.31
C 0.3813 1.8560 0.6597 1.43 -0.30 -0.30 -1.56
N -0.9629 2.1191 -0.0141 -0.07 1.30 1.67 0.48
C -2.1136 1.9211 0.9143 -2.81 0.20 0.57 -0.33
C -2.1175 2.8208 2.2385 -1.84 -0.36 1.19 -0.61
O -1.4147 4.0889 2.1218 0.23 -0.77 2.37 -0.33
C -0.9864 4.4781 3.4518 4.90 1.43 -0.47 0.23
O 0.2082 4.8518 3.5831 -5.52 -1.51 -0.43 -0.45
H -4.8805 0.4037 -3.3531 1.52 -1.18 0.42 0.36
H -3.1846 0.0277 -3.9483 -1.25 -0.74 1.37 -0.31
H -4.1240 -1.2933 -2.9407 0.37 1.66 -0.13 0.19
H -2.9222 -0.2140 -0.9725 -0.18 0.74 -1.39 -0.16
H -4.1899 1.0582 -1.2781 1.59 -0.74 -0.61 0.42
H -0.4467 2.2631 -2.0394 -1.09 -1.22 1.33 -0.81
H 0.9290 0.5463 -1.6710 -1.90 -0.42 -0.07 -0.04
H -0.9656 0.0719 -3.6373 0.80 -1.12 1.36 0.06
H 0.5979 -0.8307 -3.4419 -1.64 0.23 1.12 0.51
H -1.8696 -2.0160 -3.8757 1.26 0.18 1.32 0.40
H -0.4950 -2.9435 -3.1315 -0.65 1.81 0.43 0.52
H -2.2989 -3.3218 -1.8505 0.54 0.88 -0.31 0.31
H -1.1657 -0.7178 0.1676 1.90 -0.35 -0.36 -0.17
H 1.3272 -2.7916 -2.0115 -0.24 0.91 1.71 -0.08
H 2.3742 -1.6309 -1.0639 -1.40 -0.37 0.39 -0.08
H 1.3256 -4.4277 -0.0756 1.27 1.23 -0.19 0.01
H 3.4070 -5.4821 -0.6556 -0.04 1.71 -0.71 0.37
H 2.9520 -4.5751 -2.1813 0.67 0.57 1.69 0.38
H 4.3474 -3.9475 -1.0174 -1.51 -0.40 -0.35 0.30
H 1.8980 -2.6395 1.7826 1.34 -1.13 -0.70 -0.25
H 3.6980 -2.7751 1.2698 -1.63 -0.94 0.16 0.36
H 3.6399 -5.3278 2.0030 -1.37 0.87 0.11 0.46
H 1.0712 -6.0317 1.6286 0.24 0.91 1.35 0.30
H 1.5097 -5.9688 3.4927 -0.41 0.58 -1.88 0.47
H 0.5710 -4.5722 2.7670 1.15 -1.22 -0.70 0.06
H 3.3031 -2.8553 3.6636 -0.13 -1.82 0.18 0.21
H 4.1685 -4.3950 4.1643 -1.57 0.32 -0.39 0.30
H 2.2978 -4.1315 4.5100 1.61 -0.07 -1.11 0.31
H -0.9820 -2.2127 1.8806 0.63 1.29 1.03 0.35
H -1.7602 -2.7968 4.3497 0.83 1.65 -0.15 0.39
H -1.1855 -0.9596 6.3302 0.70 0.69 -1.88 0.36
H 0.1133 1.2985 5.6217 -0.14 -2.11 -2.80 0.17
H 3.8992 1.5760 2.1063 -0.70 -0.38 0.27 0.37
H 0.5418 2.5309 1.5805 -0.73 -1.24 -1.30 0.36
H 1.1408 2.2602 -0.1201 -1.08 -0.98 1.21 0.43
H -0.9354 3.1563 -0.1744 -0.22 -0.89 0.07 0.44
H -2.3100 0.8262 1.2188 0.80 1.70 -0.57 0.09
H -3.0611 2.2529 0.3333 1.74 -0.63 0.74 0.66
H -3.2292 3.0951 2.4386 1.65 -0.70 -0.51 0.38
H -1.8043 2.2497 3.1973 -0.03 0.71 -1.92 0.24
H -1.7091 4.4536 4.3565 0.68 -0.22 -1.84 0.32
C -0.5445 3.9535 7.8717 0.12 0.33 0.43 0.18
Cl -0.1667 2.4080 7.0876 -0.29 1.00 1.09 -0.13
Cl -1.3693 3.6826 9.4123 0.04 0.02 -0.24 -0.11
Cl 0.9268 4.9037 8.1115 -0.22 -0.13 -0.11 -0.11
H -1.2119 4.5140 7.2196 0.14 -0.15 0.12 0.16
C 0.0314 4.8833 -3.9007 0.08 0.06 -0.24 0.02
Cl -0.0527 5.1047 -2.1443 -0.02 0.03 0.05 -0.10
Cl 1.3329 5.8628 -4.5876 -0.21 -0.13 0.13 -0.13
Cl 0.2602 3.1744 -4.3018 0.02 0.09 -0.11 -0.07
H -0.9114 5.2137 -4.3333 0.18 -0.08 0.13 0.35
C 3.5892 3.3084 -6.6379 0.07 0.09 -0.10 0.60
Cl 3.1669 3.2416 -8.3544 -0.01 0.02 0.19 -0.12
Cl 3.5272 1.6920 -5.9186 -0.05 0.08 0.02 -0.13
Cl 5.1911 4.0257 -6.4185 -0.20 -0.05 0.03 -0.12
H 2.8599 3.9371 -6.1299 0.15 -0.15 -0.09 -0.23
C -4.2970 0.2510 -7.2885 -0.18 -0.08 -0.02 -0.06
Cl -5.7755 1.1099 -6.8355 0.17 -0.06 -0.06 -0.11
Cl -2.9200 0.8453 -6.3477 0.08 0.11 -0.27 -0.06
Cl -4.4965 -1.4925 -7.0634 0.05 0.16 -0.03 -0.12
H -4.0993 0.4404 -8.3420 -0.02 -0.03 0.23 0.38
```
Positions in Å, forces in eV/Å.

* molecular weight: 1042.0 u
* calculated total energy: -274615.7561 eV
* highest occupied orbital energy: -11.00 eV
* charge: +1
* LUMO energy: -2.782 eV
* energy above the lowest of the compared OMol25 structures with the same formula, charge and spin: 764.6 kJ/mol

Record 3
Below is C6H9N3 in the gas phase at a distorted geometry, with properties calculated with ωB97M-V/def2-TZVPD.

```
18
Properties=species:S:1:pos:R:3:forces:R:3:mulliken_charge:R:1
C 0.3785 -0.4271 -1.1090 -0.34 0.09 0.25 -0.78
C 0.8723 2.6135 0.7483 -0.01 0.04 -0.09 -1.10
C -0.6697 -2.5313 0.0451 -0.02 0.05 0.04 -1.31
C 0.3829 1.2596 1.0705 -0.43 -1.23 -0.42 0.48
C -0.7250 0.2293 -0.3941 0.05 0.84 0.14 0.35
C -0.0178 -1.1870 0.1969 0.92 -0.15 0.24 1.11
N 0.9445 0.2566 1.5305 0.75 0.23 -0.02 -0.13
N 0.6563 -0.9899 1.3848 -0.99 0.33 -0.33 -0.68
N -1.8970 0.6324 -0.6778 0.10 -0.03 -0.01 -0.72
H -1.9975 0.8171 -1.6819 0.03 -0.17 0.03 0.24
H 1.3689 0.0163 -1.0515 -0.03 0.00 0.10 0.25
H 0.1613 -0.9266 -2.0513 0.02 -0.04 0.07 0.36
H 1.3523 2.6112 -0.2360 -0.03 -0.02 0.05 0.24
H 0.0485 3.3259 0.7204 0.05 -0.02 0.04 0.31
H 1.6158 2.9262 1.4853 -0.09 -0.04 -0.03 0.39
H 0.0888 -3.2776 -0.2033 0.00 0.05 -0.04 0.30
H -1.1508 -2.8307 0.9749 0.00 0.04 -0.03 0.37
H -1.4121 -2.5180 -0.7518 0.01 0.03 0.02 0.33
```
Positions in Å, forces in eV/Å.

* molecular weight: 123.2 u
* calculated total energy: -10832.6204 eV
* highest occupied orbital energy: -8.41 eV
* charge: 0
* LUMO energy: -0.679 eV
* energy above the lowest of the compared OMol25 structures with the same formula, charge and spin: 483.0 kJ/mol

> Which of these has the highest molecular weight?

C28H45BrCl12N2O6P

> Among the records above, which one has the highest calculated total energy?

C6H9N3